[1]
# C3H16BrN2O6

A molecular structure, C3H16BrN2O6 at a distorted geometry (the ωB97M-V functional and the def2-TZVPD basis, OMol25).

Geometry as ORCA input:
```
! wB97M-V def2-TZVPD RIJCOSX def2/J DEFGRID3
* xyz -1 1
Br 0.506 -0.516 -0.531
H 0.107 0.262 0.757
H 1.699 -1.830 -2.800
H 1.892 2.121 1.434
O 2.181 -1.125 1.481
O 0.175 0.971 1.400
O 1.884 -0.891 -2.765
N -1.802 -1.328 0.573
H 0.063 3.710 2.268
O 0.357 4.192 1.492
H 0.841 3.793 -0.472
H -2.528 -1.085 1.232
C 0.400 3.298 0.393
H -1.045 -0.696 0.353
H 1.312 1.538 -0.110
O -1.930 0.033 -1.228
H 1.794 -0.780 0.677
H 1.416 -0.583 -1.988
H -1.073 -0.353 -1.047
H -1.959 0.116 -2.181
H -0.802 -3.624 -1.080
N -0.804 -2.730 -0.610
O -2.646 -3.376 0.526
H -0.039 -2.120 -0.864
C -1.803 -2.561 0.169
C 0.996 1.999 0.826
H 1.448 -1.524 1.949
H -0.641 3.090 0.147
*
```

## Properties
HOMO level = -5.6 eV
Molecular weight = 256.073 u
Total energy = -3258.72139 Eh

***

[2]
# C31H71Cl6F3N5O17P2V

A molecular structure, C31H71Cl6F3N5O17P2V at a distorted geometry (the ωB97M-V functional and the def2-TZVPD basis, OMol25).

Geometry as ORCA input:
```
! wB97M-V def2-TZVPD RIJCOSX def2/J DEFGRID3
* xyz 0 1
N 1.210 -5.763 0.934
H -0.047 0.184 -1.916
C 0.219 -4.899 0.863
O 1.246 4.791 0.498
H -5.607 1.293 -1.977
C -1.636 0.566 -0.569
Cl -2.195 -0.080 -4.442
C 2.036 -2.587 -4.631
H -2.730 -4.434 1.359
H -4.055 -0.588 -2.305
H -1.837 1.581 -0.914
H 3.844 3.129 -1.867
C -4.124 -1.352 -3.079
H 0.598 -2.881 0.597
C 2.287 -3.002 4.397
H 0.634 -0.697 4.705
Cl 0.065 -3.664 -6.149
H 1.885 -5.620 0.196
C 6.250 -2.086 -1.330
C 4.531 -2.063 4.631
H -1.898 0.626 0.487
H -9.776 3.599 -4.370
Cl 1.081 -2.045 -3.248
H 3.918 2.200 2.805
H -2.101 -2.200 -3.473
H 5.122 4.863 -1.264
O -6.020 5.221 -3.596
C 0.973 4.728 5.386
P -6.839 4.224 -2.786
H 2.795 1.515 -3.304
H 1.325 0.474 5.774
O -0.846 -5.050 1.474
H -8.845 5.002 -4.504
C -2.849 -1.610 -4.001
C 4.684 2.542 -3.645
C -8.800 3.751 -1.139
H 3.334 1.400 -4.920
H -4.510 1.576 0.392
H 1.899 -1.822 -5.395
H -4.949 2.206 -3.366
C 1.269 -6.987 1.769
O -7.881 4.761 -1.643
F 2.986 -1.321 0.175
H 5.402 5.111 -3.025
H -9.745 3.578 -1.654
H 0.863 -6.809 2.765
H 3.275 3.802 3.323
O -0.960 3.767 0.254
H 0.488 5.129 6.276
N 4.542 3.361 -2.558
H -8.815 4.166 -0.131
C -5.098 2.206 -2.286
H -2.370 -0.072 -1.061
Cl -5.932 0.439 1.837
H -2.354 -2.547 2.768
H 3.130 -1.433 3.306
N 3.338 -2.148 3.988
H 6.984 -2.602 -0.711
H -4.987 -5.415 0.500
H -3.184 -2.043 -4.944
H 6.809 2.517 -0.241
O 0.062 1.153 4.194
H -0.493 -3.414 -0.695
C -4.225 -3.651 0.212
H -8.458 2.727 -0.994
H 5.330 -2.669 -1.273
H 3.068 -2.635 -4.284
O 5.609 2.670 -4.411
C -2.835 -2.365 1.807
H 5.976 -0.457 4.788
O 2.416 2.137 4.254
C 1.530 -3.868 -5.236
N 5.956 -0.747 -0.752
V 0.575 3.456 0.143
H 2.102 -4.509 -5.907
H 1.262 -2.633 4.378
C 5.492 4.418 -2.188
H 6.659 -1.999 -2.336
C 0.431 0.259 5.189
H -8.564 3.573 -5.576
C -5.016 1.881 1.307
H 4.985 -0.506 3.296
H -4.369 -2.335 -2.675
O 0.649 1.141 -0.318
C 0.412 -3.661 -0.141
O -7.785 3.272 -3.725
O 2.546 2.219 -0.288
Cl -3.637 4.064 2.156
C 5.553 -1.098 4.014
H 2.413 -3.770 3.635
C -4.577 -4.969 -0.406
O 4.803 -2.691 5.626
H 2.256 -7.433 1.650
O 0.492 3.413 5.194
C 6.854 0.219 -0.747
H 6.387 1.329 0.947
C 2.029 0.907 -0.396
C -0.159 0.198 -0.832
H 0.623 -7.736 1.312
H 0.652 5.386 4.578
H 5.092 -0.572 -0.258
C -4.217 2.403 2.518
C 2.483 -0.192 0.756
H 6.368 -1.607 3.500
H 6.470 4.082 -1.844
F 3.345 0.195 1.693
H -3.711 -5.519 -0.774
Cl -5.460 -0.962 -4.193
H 1.288 -3.922 -0.736
H -0.114 -0.786 -0.365
C -8.751 3.918 -4.559
O -5.988 3.209 -1.799
P 0.838 2.513 3.932
H 4.124 0.396 -3.735
C 6.319 1.551 -0.118
H -0.429 0.189 5.854
H -3.321 1.812 2.706
O 0.598 3.072 2.552
H 1.153 -4.521 -4.449
H -4.106 2.362 -1.862
H 2.054 4.744 5.519
H 2.379 -3.308 5.439
H -4.854 2.487 3.399
H 4.299 2.905 4.325
H -2.047 -1.970 1.165
H 5.262 1.620 -0.374
O 7.944 0.287 -1.278
O -4.848 -2.671 -0.188
N -3.250 -3.593 1.152
H 2.298 0.490 -1.366
F 1.361 -0.448 1.488
H -5.328 -4.953 -1.196
H -5.798 2.541 0.933
C 3.477 2.773 3.621
C 3.703 1.388 -3.894
H -3.673 -1.677 1.914
*
```

## Properties
HOMO level = -9.2 eV
Molecular weight = 1168.531 u
Total energy = -7464.24878 Eh